Molecular formula: C26H71N3O8
Method: DFT, the ωB97M-V functional and the def2-TZVPD basis

Structure (XYZ):
```
108
Properties=species:S:1:pos:R:3:forces:R:3
C 1.24667 -3.92124 4.85338 0.42 -1.70 0.36
C 0.26853 -3.21915 3.96459 -0.65 -0.85 -0.70
C -0.22681 -1.95042 4.64749 1.02 -0.47 -1.57
O 0.88068 -2.86905 2.72791 0.09 0.18 -0.65
H 2.21601 -3.41885 4.88015 -0.10 0.07 -0.08
H 1.41249 -5.00994 4.55923 -0.15 1.35 0.30
H 0.82506 -3.90902 5.86044 0.20 -0.25 0.13
H -0.56243 -3.96327 3.72341 0.51 1.15 0.48
H 0.64696 -1.42807 5.06227 -0.34 0.29 -0.42
H -0.78596 -2.29883 5.45429 -1.28 -0.19 1.48
H -0.83954 -1.38779 3.93956 0.21 0.28 0.35
H 0.88984 -3.64236 2.14900 0.05 0.16 0.25
C 2.55916 4.79024 -0.75820 -0.78 1.07 -0.45
C 3.85895 4.22198 -1.28850 -1.70 0.13 -0.01
C 3.51162 3.25408 -2.39824 1.14 -0.34 -0.39
O 4.55355 5.32785 -1.78277 1.88 -0.19 -0.69
H 1.97481 3.96621 -0.35521 -0.24 0.22 0.29
H 1.96617 5.31190 -1.56923 0.64 -0.85 0.52
H 2.71814 5.61775 -0.04424 0.14 -0.69 0.13
H 4.35288 3.71148 -0.45682 0.44 0.01 -0.08
H 2.97985 2.42279 -2.00305 -0.66 -0.76 0.39
H 4.38085 2.81233 -2.92316 -0.09 0.37 0.29
H 2.89929 3.74204 -3.13667 -0.28 0.28 -0.32
H 5.31541 4.93872 -2.26230 -0.45 0.74 0.29
C -0.02047 0.21091 0.88906 -0.79 1.55 -0.77
C 1.43708 0.30523 0.52703 0.73 -0.67 0.92
C 1.71873 -0.33080 -0.83064 -1.09 0.99 -1.02
O 1.84701 1.67787 0.39984 -0.75 -0.29 0.66
H -0.33740 0.59607 1.86918 0.58 -0.13 -0.17
H -0.36786 -0.79490 0.77630 -0.12 -0.67 0.07
H -0.55785 0.83701 0.15087 -0.04 -0.28 0.31
H 1.96765 -0.18467 1.38507 0.15 0.32 -0.81
H 2.76462 -0.33846 -1.14281 0.06 0.04 0.34
H 1.18162 0.38680 -1.53392 0.63 -1.05 0.47
H 1.29400 -1.32273 -1.00021 0.05 0.07 0.30
H 2.79692 1.62688 0.34171 0.82 0.18 -0.08
C 0.30888 -5.43148 -1.91990 1.36 -0.05 0.45
C 1.90595 -5.34028 -2.07624 -2.86 0.20 -0.40
C 2.32412 -4.00161 -2.59785 -0.59 1.04 0.94
O 2.54723 -5.67372 -0.88813 0.54 -0.18 1.16
H -0.13807 -5.61841 -2.88552 -0.24 0.51 -0.40
H -0.13389 -4.52649 -1.40282 0.55 -0.99 -0.67
H 0.07066 -6.34086 -1.36114 0.07 0.20 0.28
H 2.25264 -6.07590 -2.79988 -0.21 -0.30 0.06
H 3.36315 -3.99620 -2.45228 1.66 0.48 0.23
H 1.87255 -3.12426 -2.08409 0.24 -0.67 0.01
H 2.17654 -3.82072 -3.63078 -0.50 -0.22 -1.17
H 2.29280 -5.09394 -0.15326 -0.02 -0.06 -0.50
C 4.83344 0.81813 2.96082 0.05 -1.98 -0.62
C 5.34208 1.64662 1.80955 -1.52 0.45 0.91
O 4.99650 1.16215 0.54024 0.10 -0.87 -1.03
H 4.96195 1.20635 3.92265 0.34 1.46 1.35
H 5.43201 -0.08469 3.03975 0.02 -0.53 -0.27
H 3.79659 0.49393 2.93828 -0.21 0.20 -0.56
H 6.39235 1.72035 1.90222 1.23 0.51 0.07
H 4.84832 2.61428 1.89915 0.38 0.31 -0.24
H 5.63777 0.49107 0.23360 -0.57 0.50 0.38
C -0.46645 6.27587 0.74056 -1.82 0.01 0.75
C -1.25959 4.97878 0.43863 -0.90 0.73 -0.22
C -1.24695 4.57121 -1.06889 -0.37 -0.78 1.23
O -1.44544 5.68335 -1.90870 0.26 -0.04 -0.33
C -2.64953 6.41086 -1.77588 -0.31 -0.84 -0.18
N -0.89648 3.87893 1.29250 0.07 -0.93 -0.52
H 0.58066 6.19320 0.56668 0.81 -0.20 -0.31
H -0.61704 6.44762 1.84249 0.17 0.19 -1.02
H -0.88365 7.11584 0.15228 0.43 -0.28 0.47
H -2.32598 5.17908 0.62680 0.21 0.18 0.21
H -1.95240 3.69278 -1.23503 0.17 1.23 0.16
H -0.28433 4.13548 -1.29484 0.55 0.22 -0.32
H -2.72066 7.08069 -2.61582 0.12 0.16 -0.44
H -2.70828 7.02974 -0.88934 0.08 -0.03 0.47
H -3.51273 5.73172 -1.81768 0.03 0.11 0.14
H -1.09396 3.92683 2.27672 -0.59 0.58 0.10
H 0.08848 3.75643 1.25342 1.06 -0.47 -0.23
C -0.08212 1.18182 -4.48869 -0.19 0.64 -0.31
C -1.54234 1.12389 -4.06010 0.23 0.60 1.07
C -1.67493 0.40679 -2.69213 -1.01 1.37 -0.98
O -1.16903 -0.86575 -2.87102 0.69 -1.94 0.75
C -1.47449 -1.76766 -1.76364 -1.65 2.16 -2.13
N -2.27301 2.41617 -4.08044 0.86 0.07 1.54
H -0.05575 1.64092 -5.45812 0.04 0.45 -0.72
H 0.32028 0.19752 -4.66548 0.30 -0.39 0.48
H 0.56203 1.82019 -3.86213 -0.25 -0.48 0.18
H -2.09123 0.53666 -4.76755 -0.18 -0.71 -0.44
H -2.76093 0.35826 -2.49708 0.25 0.18 0.38
H -1.14708 0.97944 -1.90115 -0.25 -0.23 -0.20
H -1.85171 -1.14548 -0.98806 -0.08 0.22 1.11
H -0.64321 -2.31664 -1.48372 1.73 -0.94 0.50
H -2.28850 -2.42103 -2.05266 -0.14 -0.33 -0.28
H -1.80270 3.14420 -3.50730 -0.31 -0.76 -0.35
H -2.22877 2.77455 -5.00821 -0.09 0.27 -0.83
C -5.53664 -4.98277 3.05162 -1.18 -0.41 1.66
C -5.63886 -3.70988 2.26200 0.01 1.44 1.37
C -4.54965 -3.57570 1.25278 0.15 0.99 -1.03
O -3.28432 -3.36085 1.82318 -1.11 0.32 1.53
C -2.23485 -3.54295 0.97705 0.89 -1.39 -2.01
N -6.87936 -3.47583 1.60851 -0.58 -0.27 -2.50
H -4.53512 -5.18400 3.44285 -0.10 0.06 -0.15
H -5.91929 -5.84347 2.49224 0.32 0.09 -0.20
H -6.24014 -4.90467 3.93779 0.84 -0.12 -0.78
H -5.64261 -2.80795 2.90012 1.02 -0.55 0.46
H -4.77755 -2.71306 0.59681 -0.02 -0.27 0.10
H -4.57084 -4.46518 0.63087 0.26 -0.50 -0.31
H -1.99378 -4.64016 0.89203 0.18 0.71 0.17
H -1.36901 -2.96940 1.29124 0.11 -0.04 0.33
H -2.44372 -3.24784 -0.07588 -0.17 0.07 0.60
H -7.72545 -3.59939 2.12683 -0.12 -0.31 0.27
H -6.91082 -3.92205 0.68435 -0.47 0.08 0.67
```
Positions in Å, forces in eV/Å.

Energy relative to the best compared isomer or geometry (same formula, charge and spin): 1.070 eV
E_HOMO: -8.87 eV
Charge: 0
Maximum force: 0.0671 hartree/bohr
Orbital gap: 0.33954 Eh
SMILES: COC[C@H](C)N.COC[C@H](C)N.COC[C@H](C)N.CC(C)O.CC(C)O.CC(C)O.CC(C)O.CCO